# 1
{
  "formula": "CH3N2O2S",
  "method": "ωB97M-V/def2-TZVPD",
  "homo_ev": -3.22,
  "homo_lumo_gap_ev": 7.54,
  "max_force_ev_per_a": 3.2,
  "charge": -1,
  "e_lumo_ev": 4.32,
  "e_above_lowest_kj_mol": 267.57,
  "e_tot_ev": -18994.5240,
  "spin_multiplicity": 1,
  "species": ["C", "N", "N", "O", "O", "S", "H", "H", "H"],
  "xyz": [[-0.6081, -0.2199, 0.1736], [0.4067, 0.0236, -0.8518], [0.3630, 0.7919, 0.3901], [-3.0099, -1.1338, 0.1536], [-2.7613, 1.3538, 0.4078], [-2.4041, 0.1057, -0.3833], [-0.6758, -0.9932, 1.0569], [1.2992, -0.5076, -0.8402], [-0.0917, 1.7936, 0.2731]],
  "forces_ev_per_a": [[-0.43, -1.04, 1.69], [0.24, -0.21, -0.21], [-0.89, 3.00, 0.50], [-0.26, -0.44, 0.31], [0.51, -0.93, -0.41], [0.40, 1.32, 0.12], [0.53, 0.78, -2.13], [-1.05, 0.03, 0.50], [0.94, -2.50, -0.37]]
}

---

# 2
{
  "formula": "C5H10O3",
  "method": "ωB97M-V/def2-TZVPD",
  "homo_ev": -6.73,
  "homo_lumo_gap_ev": 7.16,
  "max_force_ev_per_a": 1.7,
  "charge": 0,
  "e_lumo_ev": 0.43,
  "e_above_lowest_kj_mol": 506.18,
  "e_tot_ev": -11484.9405,
  "spin_multiplicity": 1,
  "species": ["C", "C", "C", "C", "C", "O", "O", "O", "H", "H", "H", "H", "H", "H", "H", "H", "H", "H"],
  "xyz": [[0.4248, -0.4829, 0.3421], [1.5351, 0.0230, 1.2312], [0.8751, -1.2783, -0.8554], [-1.8991, -0.1769, 0.1644], [-1.5747, 1.2181, 0.1465], [-0.6614, -0.7897, 0.9847], [-0.0801, 1.2995, -0.5940], [-2.1680, -0.7986, -1.0255], [0.3864, 2.0890, -0.2872], [-1.6371, -0.4201, -1.7462], [0.0425, -1.6227, -1.4576], [1.5802, -0.7171, -1.4662], [1.1478, 0.7571, 1.9338], [1.9235, -0.8239, 1.8018], [2.3576, 0.4450, 0.6562], [1.3727, -2.1755, -0.4726], [-1.3827, 1.6481, 1.1242], [-2.2425, 1.8059, -0.4802]],
  "forces_ev_per_a": [[0.68, -0.57, 1.08], [-0.05, 0.20, -0.24], [-0.37, 0.34, -0.22], [-1.19, 0.62, 0.86], [0.39, -0.84, -0.41], [0.34, 0.67, -1.56], [-0.29, -0.30, 0.34], [0.47, -0.07, -0.08], [0.10, -0.04, 0.02], [0.01, -0.04, 0.01], [-0.07, 0.01, -0.02], [-0.01, -0.01, 0.08], [0.00, -0.02, 0.03], [-0.09, -0.04, -0.01], [-0.02, 0.00, -0.01], [-0.02, 0.13, 0.13], [0.05, 0.02, -0.07], [0.07, -0.05, 0.08]]
}

---

# 3
{
  "formula": "C26H28GeNOSV",
  "method": "ωB97M-V/def2-TZVPD",
  "homo_ev": [-14.05, -14.03],
  "homo_lumo_gap_ev": [6.57, 6.74],
  "max_force_ev_per_a": 0.8,
  "charge": 2,
  "e_lumo_ev": [-7.47, -7.29],
  "e_tot_ev": -123975.3190,
  "spin_multiplicity": 1,
  "species": ["V", "O", "N", "C", "C", "C", "C", "C", "S", "H", "H", "H", "H", "C", "Ge", "C", "C", "C", "C", "C", "C", "C", "C", "C", "C", "C", "C", "C", "C", "C", "C", "H", "H", "H", "H", "H", "H", "H", "H", "H", "H", "H", "H", "H", "H", "H", "C", "C", "C", "C", "H", "H", "H", "H", "H", "H", "H", "H", "H"],
  "xyz": [[-0.1867, 0.7371, -0.3805], [1.6365, 0.8690, -0.0677], [2.2735, 0.4074, 1.0204], [3.6074, 0.5718, 1.1163], [4.2445, 0.1248, 2.2420], [3.4956, -0.4697, 3.2596], [2.1276, -0.6043, 3.1295], [1.5061, -0.1456, 1.9760], [-0.1967, -0.2852, 1.6258], [4.0798, 1.0579, 0.2751], [5.3151, 0.2412, 2.3222], [3.9872, -0.8254, 4.1549], [1.5247, -1.0587, 3.9028], [0.0028, 3.0044, -1.4706], [-0.2978, 3.1479, 0.5030], [-2.0927, 3.6479, 0.9455], [-2.8533, 2.8799, 1.8297], [-4.1459, 3.2714, 2.1433], [-4.6779, 4.4246, 1.5809], [-3.9231, 5.1912, 0.7041], [-2.6301, 4.8059, 0.3811], [1.1059, 3.3832, 1.7722], [0.6620, 3.2616, 3.0725], [1.5622, 3.3084, 4.1532], [2.8938, 3.4847, 3.9100], [3.3904, 3.6269, 2.5894], [4.7752, 3.8045, 2.3506], [5.2550, 3.9366, 1.0789], [4.3625, 3.9146, -0.0133], [3.0197, 3.7499, 0.1902], [2.4917, 3.5897, 1.4923], [0.0312, 4.0603, -1.7629], [-0.8457, 2.6024, -2.0321], [0.9542, 2.5852, -1.8047], [-2.4423, 1.9810, 2.2776], [-4.7367, 2.6807, 2.8309], [-5.6853, 4.7292, 1.8301], [-4.3390, 6.0909, 0.2714], [-2.0537, 5.4182, -0.3034], [-0.3952, 3.1390, 3.2834], [1.1916, 3.2197, 5.1652], [3.5962, 3.5346, 4.7336], [5.4474, 3.8467, 3.1990], [6.3124, 4.0832, 0.9050], [4.7441, 4.0477, -1.0172], [2.3547, 3.7696, -0.6627], [-3.5320, -1.0007, 0.8624], [-3.1358, -0.7904, -0.6011], [-4.2536, -0.0928, -1.3899], [-1.8884, 0.0231, -0.6844], [-4.4570, -1.5733, 0.9084], [-3.7094, -0.0425, 1.3568], [-2.7703, -1.5508, 1.4137], [-2.9264, -1.7588, -1.0609], [-4.4859, 0.8793, -0.9485], [-5.1560, -0.7014, -1.3564], [-3.9859, 0.0512, -2.4371], [-1.3451, -0.0591, -1.6853], [-2.0362, 1.1351, -0.4628]],
  "forces_ev_per_a": [[0.29, 0.31, -0.70], [0.04, -0.16, 0.15], [0.08, -0.02, 0.07], [-0.01, -0.03, -0.10], [-0.01, -0.03, 0.06], [0.02, 0.02, -0.03], [-0.01, 0.00, 0.03], [0.02, 0.04, -0.03], [-0.11, -0.06, -0.01], [-0.01, -0.02, 0.02], [0.00, 0.00, -0.01], [0.00, 0.00, 0.00], [0.00, 0.00, 0.00], [-0.01, -0.08, 0.10], [-0.01, -0.21, 0.07], [0.04, -0.02, -0.03], [-0.01, 0.03, 0.01], [0.01, -0.02, 0.00], [0.00, 0.01, 0.00], [0.01, 0.00, -0.01], [-0.03, -0.03, -0.01], [-0.08, 0.16, -0.02], [0.00, 0.06, 0.01], [-0.01, 0.00, 0.02], [0.00, 0.00, 0.00], [-0.02, -0.01, -0.03], [0.01, 0.00, 0.01], [0.00, 0.01, 0.00], [-0.01, 0.02, 0.00], [0.00, 0.04, -0.02], [0.05, -0.10, 0.04], [0.01, 0.01, 0.04], [0.00, 0.04, -0.02], [-0.01, -0.01, -0.03], [0.00, 0.00, 0.01], [0.00, 0.00, 0.00], [0.00, 0.00, 0.00], [0.00, 0.00, 0.00], [0.00, 0.01, 0.00], [0.00, 0.00, 0.00], [0.00, 0.00, 0.00], [0.00, 0.00, 0.00], [0.00, 0.00, 0.00], [0.00, 0.00, 0.00], [0.00, 0.01, 0.00], [0.00, 0.01, 0.01], [-0.01, 0.02, -0.02], [-0.07, 0.06, 0.08], [0.01, -0.02, -0.01], [0.07, -0.09, 0.15], [0.00, 0.00, 0.00], [0.00, 0.00, 0.00], [-0.01, 0.00, 0.01], [0.03, -0.01, 0.01], [0.00, 0.00, 0.00], [0.00, 0.00, 0.00], [0.00, 0.01, 0.00], [0.02, 0.02, 0.12], [-0.25, 0.04, 0.05]]
}

---

# 4
{
  "formula": "C4H6ClNO",
  "method": "ωB97M-V/def2-TZVPD",
  "homo_ev": -8.74,
  "homo_lumo_gap_ev": 9.47,
  "smiles": "CC(=O)N/C=C\\Cl",
  "max_force_ev_per_a": 3.8,
  "charge": 0,
  "e_lumo_ev": 0.73,
  "e_above_lowest_kj_mol": 87.32,
  "e_tot_ev": -20304.9730,
  "spin_multiplicity": 1,
  "species": ["C", "C", "O", "N", "C", "C", "Cl", "H", "H", "H", "H", "H", "H"],
  "xyz": [[-1.9288, -1.2446, -0.0241], [-1.2472, 0.1222, 0.0021], [-1.7524, 1.1817, 0.1153], [0.1485, 0.0383, 0.0212], [1.0813, 1.0444, -0.0189], [2.3969, 0.9578, -0.0165], [3.2225, -0.5443, 0.0539], [-1.8966, -1.7445, 0.9556], [-2.9148, -1.0949, -0.2873], [-1.3548, -1.7386, -0.7939], [0.6470, -0.8862, 0.1707], [0.5854, 2.0335, -0.0330], [3.0129, 1.8752, -0.1453]],
  "forces_ev_per_a": [[2.23, 0.87, 0.47], [1.85, -1.59, 1.39], [-1.71, 2.08, -0.33], [2.05, -3.22, 0.25], [-1.93, 1.95, 0.06], [0.67, 1.22, -0.33], [0.22, -0.37, 0.01], [0.31, 0.16, -0.41], [-2.09, 0.15, -0.71], [-0.27, -0.95, -0.07], [-1.47, 1.24, -0.50], [0.62, -0.48, -0.14], [-0.48, -1.06, 0.31]]
}

---

# 5
{
  "formula": "C21H45N4O12S3",
  "method": "ωB97M-V/def2-TZVPD",
  "homo_ev": -6.50,
  "homo_lumo_gap_ev": 8.53,
  "max_force_ev_per_a": 1.1,
  "charge": -1,
  "e_lumo_ev": 2.03,
  "e_tot_ev": -85545.1474,
  "spin_multiplicity": 1,
  "species": ["N", "C", "N", "N", "C", "C", "C", "C", "S", "O", "O", "N", "S", "O", "O", "S", "H", "H", "H", "H", "H", "H", "H", "H", "H", "H", "H", "H", "H", "O", "C", "O", "C", "C", "C", "H", "H", "H", "H", "H", "H", "H", "H", "O", "C", "O", "C", "C", "C", "H", "H", "H", "H", "H", "H", "H", "H", "O", "C", "O", "C", "C", "C", "H", "H", "H", "H", "H", "H", "H", "H", "O", "C", "O", "C", "C", "C", "H", "H", "H", "H", "H", "H", "H", "H"],
  "xyz": [[-3.0939, -5.0229, 1.1409], [-2.2096, -5.4883, 0.3631], [-2.3536, -6.8155, -0.0991], [-1.0828, -4.7356, -0.0381], [-0.0127, -5.3208, -0.8510], [1.3511, -4.7724, -0.4204], [1.5492, -3.3038, -0.8000], [0.9330, -2.3088, 0.1986], [-0.2446, -1.1545, -0.4775], [-0.2273, -0.0293, 0.4336], [-1.5113, -1.8452, -0.6247], [0.3919, -0.7094, -1.8743], [-0.4243, -0.7790, -3.2215], [-1.7061, -0.1237, -3.1642], [0.4743, -0.4309, -4.2894], [-1.0452, -2.7569, -3.6614], [-2.8122, -4.0907, 1.4429], [-1.8926, -6.9874, -0.9791], [-2.0925, -7.5088, 0.5867], [-1.4226, -3.8747, -0.4687], [-0.0070, -6.4062, -0.7567], [-0.1533, -5.0642, -1.9088], [1.4507, -4.9113, 0.6616], [2.1229, -5.3814, -0.9032], [1.1658, -3.1102, -1.8022], [2.6201, -3.0949, -0.8553], [0.3756, -2.8434, 0.9706], [1.6954, -1.6972, 0.6791], [0.1796, -3.2891, -3.7839], [2.8735, 5.0371, 3.9026], [1.9198, 4.8103, 3.2001], [1.2003, 3.7059, 3.4284], [-0.0306, 3.4200, 2.7341], [0.1892, 2.7952, 1.3767], [1.5670, 5.7175, 2.0430], [-0.6427, 4.3228, 2.6864], [-0.5462, 2.7212, 3.3903], [0.7213, 3.4712, 0.7053], [-0.7643, 2.5370, 0.9194], [0.7681, 1.8794, 1.4616], [2.2121, 5.4588, 1.2039], [1.7828, 6.7404, 2.3416], [0.5334, 5.6549, 1.7174], [-8.3149, -0.6012, -0.1285], [-7.2609, -0.0297, -0.2397], [-6.3855, -0.4509, -1.1612], [-5.1701, 0.2639, -1.4632], [-4.0442, -0.0386, -0.5034], [-6.8938, 1.1166, 0.6792], [-5.3829, 1.3327, -1.5317], [-4.9011, -0.0713, -2.4627], [-4.2823, 0.2706, 0.5167], [-3.1385, 0.4756, -0.8218], [-3.8281, -1.1036, -0.4896], [-6.5347, 0.6938, 1.6170], [-7.7986, 1.6851, 0.8803], [-6.1349, 1.7864, 0.2873], [2.5387, -4.3056, -5.5891], [1.6429, -4.3755, -6.3838], [0.8827, -5.4963, -6.3894], [-0.2997, -5.6179, -7.1849], [0.0054, -6.0283, -8.6107], [1.3748, -3.2763, -7.3841], [-0.8890, -4.7018, -7.1357], [-0.8797, -6.3943, -6.6880], [0.6031, -5.2767, -9.1266], [-0.9218, -6.1695, -9.1673], [0.5638, -6.9647, -8.6198], [2.0794, -3.3860, -8.2088], [1.5617, -2.3283, -6.8850], [0.3641, -3.2594, -7.7803], [6.8339, 8.5861, 9.0898], [5.8910, 8.3583, 8.3804], [5.1888, 7.2290, 8.5821], [3.9736, 6.9319, 7.8749], [4.2165, 6.3323, 6.5087], [5.5197, 9.2814, 7.2406], [3.3419, 7.8205, 7.8277], [3.4633, 6.2150, 8.5160], [4.7459, 7.0223, 5.8511], [3.2765, 6.0678, 6.0295], [4.8182, 5.4281, 6.5943], [6.1722, 9.0561, 6.3976], [5.7126, 10.3015, 7.5625], [4.4880, 9.2056, 6.9112]],
  "forces_ev_per_a": [[-0.18, 0.12, 0.21], [0.30, -0.08, 0.06], [0.17, 0.05, -0.11], [-0.56, -0.43, -0.84], [0.16, 0.36, 0.13], [-0.21, -0.17, -0.20], [0.26, 0.10, 0.26], [0.15, -0.27, -0.08], [0.02, 0.62, 0.09], [-0.13, -0.21, -0.01], [0.04, -0.25, 0.02], [-0.11, -0.49, -0.05], [0.17, 0.38, -0.13], [-0.04, 0.00, 0.00], [0.01, 0.03, 0.02], [-0.14, -0.31, 0.07], [-0.01, -0.04, 0.02], [0.13, -0.06, 0.10], [-0.23, 0.00, 0.02], [0.28, 0.26, 0.41], [-0.01, 0.04, 0.09], [-0.05, -0.19, 0.01], [0.08, 0.02, -0.06], [-0.01, 0.08, 0.00], [-0.01, -0.07, 0.03], [-0.06, 0.01, -0.05], [-0.02, 0.16, 0.02], [-0.05, 0.02, -0.05], [0.12, 0.13, -0.10], [-0.05, 0.02, -0.03], [0.09, -0.06, -0.10], [-0.04, 0.05, 0.10], [-0.13, -0.05, -0.09], [0.23, 0.18, 0.04], [-0.15, 0.08, 0.10], [0.02, 0.02, 0.00], [0.05, -0.01, 0.02], [-0.05, 0.02, -0.01], [0.00, -0.06, 0.01], [-0.07, -0.03, -0.01], [0.00, -0.01, -0.01], [0.09, -0.02, -0.01], [0.01, -0.05, -0.04], [-0.01, 0.02, 0.00], [0.07, -0.06, 0.07], [-0.08, 0.03, -0.05], [0.17, 0.08, -0.05], [-0.18, -0.03, 0.15], [-0.04, 0.13, -0.13], [-0.02, 0.00, 0.01], [-0.02, -0.04, 0.01], [0.00, 0.05, -0.02], [0.02, -0.05, -0.04], [0.04, 0.00, -0.04], [0.01, -0.01, 0.00], [-0.03, -0.07, 0.05], [0.05, -0.04, 0.02], [0.03, -0.07, -0.03], [0.00, 0.08, 0.04], [-0.02, -0.01, 0.03], [-0.07, 0.00, -0.04], [0.10, 0.00, 0.01], [-0.16, 0.09, 0.13], [0.02, 0.02, 0.00], [0.02, 0.00, 0.02], [-0.04, 0.02, 0.00], [-0.01, -0.01, 0.01], [-0.02, -0.01, 0.00], [0.01, 0.00, 0.00], [0.07, -0.01, 0.01], [0.01, -0.04, -0.04], [-0.01, 0.01, 0.00], [0.06, -0.04, -0.08], [-0.03, 0.03, 0.08], [-0.08, -0.04, -0.08], [0.15, 0.05, 0.07], [-0.15, 0.07, 0.11], [0.02, 0.02, 0.00], [0.03, 0.00, 0.02], [-0.04, 0.02, -0.01], [0.00, -0.03, -0.01], [-0.03, -0.02, 0.00], [0.00, -0.01, -0.01], [0.09, -0.02, -0.01], [0.01, -0.05, -0.04]]
}